Formula: C27H76N6O9
Source: the Open Molecules 2025 dataset
Level of theory: ωB97M-V/def2-TZVPD

CARTESIAN COORDINATES (ANGSTROEM)
C  -1.0743  -0.4476  -0.2522
C  0.3179  0.0048  -0.1190
O  0.8406  0.3758  -1.3380
O  -1.0415  -1.6202  -1.1094
H  -1.7626  0.2465  -0.7336
H  -1.3288  -0.7783  0.7595
H  0.9728  -0.7033  0.3754
H  0.2794  0.9144  0.5265
H  0.9288  -0.4322  -1.9052
H  -1.7786  -2.1724  -0.8557
C  0.2131  4.3815  -3.6588
C  1.5333  3.6704  -3.4531
C  2.1377  3.9591  -2.1009
O  2.5577  5.2748  -2.0785
C  2.8847  5.8235  -0.7787
N  1.3729  2.2134  -3.4657
H  0.4283  5.4830  -3.5714
H  -0.5241  4.1826  -2.8696
H  -0.2521  4.1663  -4.6603
H  2.2468  3.9856  -4.2440
H  3.0078  3.3021  -2.0154
H  1.5014  3.6793  -1.2666
H  3.7997  5.2289  -0.4455
H  2.0860  5.7461  -0.0573
H  3.2756  6.8514  -1.0396
H  0.8434  1.8253  -4.2400
H  0.9660  1.8754  -2.6207
C  -1.8252  4.5549  5.9810
C  -0.4559  4.4388  5.3335
C  -0.3626  3.3620  4.1857
O  -1.0413  3.9066  3.1512
C  -1.3445  2.9873  2.1099
N  -0.1609  5.7802  4.7971
H  -2.4112  4.8582  5.1646
H  -1.9072  5.2570  6.8273
H  -2.2833  3.6144  6.1965
H  0.3426  4.1676  6.0873
H  -0.7871  2.3300  4.3810
H  0.7434  3.2296  3.9469
H  -2.0711  3.5419  1.5084
H  -1.6614  2.0269  2.4392
H  -0.4502  2.8071  1.4533
H  -0.5408  5.8583  3.9327
H  0.8407  5.9918  4.6514
C  3.4839  -2.6449  -2.7357
C  3.1346  -1.2331  -3.2028
C  4.1673  -0.7899  -4.2589
O  3.7151  0.4338  -4.7721
C  4.5251  1.1212  -5.6438
N  1.8003  -1.1420  -3.6858
H  2.6266  -3.1345  -2.2228
H  4.2071  -2.5769  -1.9781
H  3.9381  -3.2537  -3.5567
H  3.2064  -0.6260  -2.3119
H  4.3181  -1.5089  -5.0601
H  5.1269  -0.5744  -3.8005
H  4.1034  2.0647  -5.8179
H  4.8155  0.5616  -6.5620
H  5.5206  1.3037  -5.1523
H  1.6538  -1.7714  -4.4606
H  1.5947  -0.1664  -4.0732
C  -3.2628  -1.2509  -3.5138
C  -2.0977  -0.3584  -3.8280
C  -2.1556  -0.0458  -5.3249
O  -3.1872  0.8662  -5.6532
C  -3.0429  1.2654  -7.0511
N  -1.8901  0.8566  -3.0396
H  -3.0728  -1.6627  -2.5017
H  -3.2518  -2.1439  -4.1424
H  -4.2872  -0.7945  -3.6330
H  -1.2249  -1.0073  -3.7256
H  -2.2730  -1.0397  -5.8439
H  -1.1763  0.3322  -5.6979
H  -2.8189  0.3177  -7.6623
H  -2.1629  1.9317  -7.1432
H  -3.9403  1.6448  -7.4984
H  -2.2817  1.6918  -3.5700
H  -0.8956  1.0173  -2.9072
C  -3.9899  0.9977  5.2336
C  -4.0519  -0.5403  5.1834
C  -2.6725  -1.0938  5.5652
O  -1.7376  -0.7025  4.5322
C  -0.4818  -1.2190  4.7699
N  -5.1478  -0.9610  6.1731
H  -3.0067  1.3934  4.8954
H  -4.0890  1.2491  6.3449
H  -4.7800  1.3390  4.6219
H  -4.3872  -0.9612  4.2200
H  -2.6760  -2.1913  5.6704
H  -2.3622  -0.5866  6.5080
H  0.1014  -1.1334  3.8407
H  -0.5808  -2.3194  4.8348
H  0.0696  -0.7428  5.5014
H  -5.0427  -0.4606  7.0503
H  -5.1180  -1.9249  6.4326
C  4.2270  -4.5477  1.5511
C  2.7173  -4.8205  1.4681
C  2.5053  -6.2422  0.8477
O  1.1636  -6.7760  0.7918
C  0.4032  -6.0415  -0.0959
N  2.1368  -4.7177  2.7948
H  4.6582  -5.3131  2.1498
H  4.3759  -3.6077  2.0582
H  4.7394  -4.4513  0.5987
H  2.2352  -4.0841  0.7937
H  3.0955  -7.0254  1.4135
H  2.9997  -6.2969  -0.1556
H  0.0447  -5.1628  0.3894
H  -0.4824  -6.6811  -0.3369
H  0.8762  -5.7731  -1.0635
H  1.2766  -5.1922  2.9250
H  1.9914  -3.7552  3.0864
C  -2.8361  -4.2227  2.7733
O  -2.7573  -2.8831  2.2382
H  -3.4911  -4.3656  3.6080
H  -3.0785  -4.8784  1.9180
H  -1.8399  -4.5543  3.0546
H  -2.9793  -2.1814  2.9153

Atomic forces in eV per Å
-0.421 -2.060 0.153
-0.048 1.759 0.884
0.918 -0.364 -1.542
0.268 0.214 0.241
0.166 0.400 0.459
-0.741 0.210 -0.009
-0.066 -0.520 0.242
0.265 -0.442 -0.345
-0.089 0.617 0.233
-0.210 -0.239 0.075
-0.209 1.733 -0.480
-0.857 -1.107 -0.264
1.160 -0.571 -0.306
-0.407 1.780 0.934
2.640 -0.690 -2.046
0.600 -0.062 -0.927
-0.400 -0.808 -0.376
0.201 -0.345 -0.131
0.491 0.197 0.920
-0.280 -0.209 0.471
0.212 -0.208 0.112
-0.670 0.165 0.173
-1.091 0.715 0.197
-0.345 0.243 0.137
-0.869 -0.953 0.798
0.004 0.548 -0.068
-0.184 -0.198 0.681
0.465 -0.288 0.039
1.589 -0.561 0.830
1.397 -0.547 1.836
-1.219 -0.167 -1.965
1.212 1.854 -1.316
2.543 -0.147 2.947
-1.257 1.113 -0.921
0.264 -0.327 -0.530
0.051 -0.940 0.735
-0.817 0.359 -0.663
0.429 0.933 0.505
-0.954 0.026 0.135
-0.122 -0.649 -0.047
-0.685 -0.727 0.596
-0.480 0.220 0.541
-1.745 0.338 -3.152
-0.697 -0.535 0.434
-0.851 -0.618 -0.836
1.266 -0.682 -0.301
-0.014 1.146 0.545
-1.441 -0.150 0.004
2.894 -1.292 0.487
-1.849 1.794 -0.785
0.331 0.155 -0.774
1.318 0.105 0.987
-0.735 0.172 0.608
0.108 0.689 0.014
-0.160 -0.451 -0.186
0.543 -0.389 0.330
-0.762 1.171 -0.598
-0.666 0.271 0.175
-0.489 0.068 -0.236
-0.104 -0.282 -0.127
0.771 -1.696 0.772
-1.213 -0.373 1.359
0.475 0.403 -1.684
0.823 -0.813 -0.642
0.011 0.208 -1.288
1.418 -2.296 0.317
-1.020 1.178 -0.661
-0.731 0.484 -0.329
0.126 0.170 -0.272
1.128 -0.259 0.395
0.191 0.176 0.187
-0.244 0.837 0.073
-0.323 0.149 0.315
-0.135 1.204 0.746
-0.586 -0.092 -0.087
-0.524 0.600 0.444
0.639 -1.473 0.945
-0.242 -0.023 0.026
1.132 -0.959 1.406
-0.605 -0.599 1.586
0.142 0.870 -0.349
-1.655 0.253 0.480
-0.021 -2.265 -3.107
1.026 1.069 -0.856
-0.754 -0.339 0.032
-0.103 0.126 -1.597
-0.880 1.018 -0.267
0.310 0.417 0.144
0.073 0.226 0.085
-0.145 -0.605 -0.244
-0.150 0.382 0.069
0.384 0.257 0.824
0.912 0.780 2.102
0.093 0.179 -0.159
0.161 -0.813 -0.235
-0.936 0.513 -0.293
-0.478 -0.496 -1.024
1.024 -1.264 0.642
2.202 0.427 0.210
-1.812 -0.829 -1.189
0.794 0.425 0.537
0.585 -0.673 0.456
0.071 0.379 0.301
-0.132 -0.264 -0.274
0.295 -0.232 -0.025
-0.708 1.012 -0.091
-0.671 0.425 0.383
-0.377 1.070 0.138
0.544 0.583 0.083
0.171 -0.206 0.544
-0.789 -0.639 -0.238
0.180 -0.167 -0.184
1.053 0.341 -1.508
-0.656 0.649 1.225
-0.653 0.112 0.308
-0.399 0.300 0.501
0.268 0.067 0.370
0.542 -1.381 -0.932

Its molar mass is 628.938 g/mol. Its energy above the lowest of the compared OMol25 structures with the same formula, charge and spin is 2.189 eV. The HOMO energy is -0.3154 Eh. The total energy comes out at -2079.75946 a.u. The value obtained for the max |F| is 3.89 eV/Å. As for the charge: 0. As for the multiplicity: 1.

Here are the Löwdin charges for atoms 1 to 6, given in e: atom 1 (C): -0.22, atom 2 (C): -0.28, atom 3 (O): -0.10, atom 4 (O): -0.08, atom 5 (H): 0.10, atom 6 (H): 0.11